No. 1
# C43H35MnNO6S3Se2Te2

A molecular structure, C43H35MnNO6S3Se2Te2 (the ωB97M-V functional and the def2-TZVPD basis, the OMol25 dataset).

```
93
Properties=species:S:1:pos:R:3:lowdin_charge:R:1
H -3.0511 -5.3342 -3.0604 0.11
H 2.6105 -8.4148 -2.8116 0.10
C -0.6121 -6.1266 -0.7971 -0.13
H 2.6806 0.6084 0.2359 0.11
C -2.8626 -2.9837 0.5737 -0.33
S 1.6128 -1.9144 -0.1119 0.99
C 4.3746 -7.0855 -0.2676 -0.05
H 3.7712 -2.8916 1.3897 0.12
C 2.7383 1.4226 4.8341 -0.12
H -3.0935 -7.7647 -2.4833 0.11
C 2.5643 0.5284 3.6317 -0.31
S -1.2091 -2.3189 0.1902 0.95
C -0.1830 -7.2274 -0.0040 -0.04
Te 0.4181 3.8074 3.7203 0.38
Mn -0.9577 0.8672 0.2634 0.00
Se -1.1386 0.3361 2.4068 0.03
H -4.1308 -5.5361 2.3854 0.11
C -4.0317 -2.4996 0.0114 -0.07
C -0.7512 -8.4616 -0.1331 -0.08
H 1.1597 -6.5541 -2.3111 0.12
C -5.8017 1.7147 -3.1199 -0.04
H -0.0235 3.2805 -2.0231 0.12
H -6.6816 2.2498 -2.7795 0.12
H -6.4679 -5.8842 1.8508 0.07
O -0.4932 -2.6335 1.4692 -0.55
C -4.1098 -4.6758 1.7251 -0.03
H -4.0208 -1.6587 -0.6654 0.09
C -6.6163 -4.8686 1.4844 -0.06
C -5.7343 1.2704 -4.4423 -0.27
H -2.4737 -3.0908 -2.1907 0.11
H -4.5618 0.1891 -5.8724 0.11
H -7.1507 -4.3059 2.2535 0.08
H 5.3143 -7.1807 0.2647 0.11
C 2.0221 -6.7204 -1.6822 -0.04
H 1.7765 1.8935 5.0533 -0.07
Se -0.2829 2.4799 1.8169 0.01
C 4.0273 -7.9839 -1.2325 -0.09
H -2.6823 -0.2297 -4.2986 0.12
O 0.7185 0.8116 -0.6844 -0.23
H 3.4532 2.2231 4.6399 0.07
C -2.9001 -4.0636 1.4418 -0.05
H -6.1564 -2.7142 -0.1113 0.11
C -5.2978 -4.2085 1.1699 -0.27
C -0.8849 -3.7814 -0.9160 -0.25
C 1.8115 -1.5607 2.6781 -0.12
H -0.4125 -9.2755 0.4960 0.10
H 1.4197 -2.5607 2.8057 0.11
C 2.0992 -0.7770 3.7787 -0.12
H 1.9153 -1.1652 4.7734 0.09
C 1.4191 -4.7175 -0.2412 -0.08
H -7.0965 2.6470 -5.3630 0.08
Te -1.0409 0.2980 4.9011 0.21
H 4.9616 -5.0465 1.3989 0.11
H -7.7647 1.0383 -5.1300 0.08
O -2.8460 0.2851 -0.2281 -0.43
H -1.9762 -4.4138 1.8845 0.12
C 4.0131 -4.9338 0.8865 -0.02
C -5.2422 -3.1047 0.3224 -0.03
C -1.9411 -3.9732 -1.8526 -0.08
S -2.2520 0.6090 -1.5938 0.59
C -0.4163 2.2828 -2.2035 -0.14
C -2.2842 -5.2009 -2.3075 -0.01
C -1.7173 -6.3315 -1.6467 -0.16
C 2.2953 -5.8284 -0.6077 -0.11
C 2.0053 -1.0458 1.4037 -0.39
C -1.7828 -8.6822 -1.0742 -0.09
C -6.8576 1.5829 -5.3989 -0.05
C 2.7691 1.0163 2.3485 -0.08
O -1.4593 -0.4502 -2.1779 -0.30
C -4.7572 1.4939 -2.2415 -0.04
H 4.6648 -8.8302 -1.4555 0.10
C 3.3345 -3.7643 0.9244 -0.06
C 2.8522 -7.7605 -1.9835 -0.08
H -4.8002 1.8421 -1.2177 0.12
C -3.5571 0.3232 -3.9842 -0.04
C 2.0341 -3.6498 0.3525 -0.24
C 2.4933 0.2354 1.2345 -0.10
N -1.5518 2.0211 -1.2652 -0.23
H 3.0327 0.8573 5.7197 0.08
O 2.7707 -1.6584 -1.0227 -0.44
C -3.6333 0.8025 -2.6868 -0.27
H -6.5873 1.3275 -6.4223 0.07
C -2.2623 -7.6311 -1.7999 -0.04
H -2.2093 -9.6711 -1.1888 0.10
H 3.1132 2.0354 2.2129 0.11
C 0.7138 1.2445 -1.9305 -0.61
C -4.6158 0.5595 -4.8553 -0.04
C -0.0200 -4.8007 -0.6364 -0.08
O 1.4864 0.9315 -2.8007 0.08
H -7.2531 -4.9062 0.6000 0.07
C 3.5475 -5.9714 0.0253 -0.16
H 0.5807 -7.0727 0.7456 0.13
H -0.7385 2.2034 -3.2415 0.11
```

Results
Total charge: -1
HOMO energy (spin up / spin down) (eV): -4.2 / -4.2
Kohn-Sham gap (spin up / spin down) (eV): 5.852 / 4.940
Spin multiplicity: 5
E (Eh): -9850.17494
Strongest force on any atom (eV Å⁻¹): 3.3

No. 2
# C43H36BClN2O6PSn

A molecular structure, C43H36BClN2O6PSn (the ωB97M-V functional and the def2-TZVPD basis, the OMol25 dataset).

```
91
Properties=species:S:1:pos:R:3:lowdin_charge:R:1
C 1.7775 0.4359 1.5948 -0.39
C 4.4736 2.6289 -1.2685 -0.19
C -3.6819 0.2510 -4.8573 -0.10
H 1.6687 -2.2272 2.8537 0.08
C -1.4572 4.4516 -0.1158 -0.09
H -4.6953 0.7214 2.8301 0.09
H 2.9369 3.2620 3.4269 0.09
H -0.8039 1.4462 1.5968 0.10
H -3.5290 -2.8586 -0.2643 0.08
H 7.6205 3.0713 -0.2338 0.10
C 0.1313 2.9343 -1.8350 -0.22
C -4.0218 -0.4673 1.1154 -0.07
C -2.6225 0.9231 2.5651 -0.04
Sn 1.4731 -1.5362 -0.6116 1.33
H 1.0561 2.4808 1.9903 0.15
C 5.8205 0.7367 -1.9295 0.01
O 3.4043 1.0223 -2.4284 0.18
C -0.5285 -0.5725 2.2992 -0.13
H -5.0185 -0.8726 0.9670 0.11
P -0.9207 0.4224 -1.0936 1.14
H -2.3289 -8.5429 1.6692 0.09
H 7.8709 0.8864 -1.3289 0.10
Cl 2.7676 -1.1451 4.6373 0.61
C -0.4767 -3.5697 0.8316 -0.48
C -1.4116 0.5676 1.7710 -0.19
C -1.5498 3.0680 -0.1331 -0.11
H -2.3142 -2.1176 -1.2914 0.07
H 0.6233 -5.8660 0.0683 0.11
C 1.3938 -1.4225 3.5353 -0.47
C 4.2375 0.4175 1.9626 -0.06
C -2.2432 0.3843 -2.4367 -0.30
H -0.5107 6.1728 -0.9812 0.10
C -3.8272 0.4607 2.2349 -0.08
O 0.9187 1.0081 3.4843 -0.03
O 0.6419 -3.4826 0.2052 -0.26
C -3.0309 -0.8644 0.3154 -0.26
H 5.9181 -0.2294 -2.4062 0.12
C -1.7985 -0.3739 -3.5281 -0.13
C 0.8943 -0.2157 2.7305 -0.36
C -0.5865 5.0921 -0.9766 -0.08
O 3.1403 -1.3124 0.7786 -0.26
H -1.0252 -1.1350 3.0924 0.15
C 1.6893 1.7165 2.4533 -0.19
C -1.0101 -4.9525 1.0783 -0.13
H -2.4768 1.5649 3.4277 0.11
C -3.2349 -1.9236 -0.7422 -0.04
C 3.1419 -0.1894 1.4587 -0.40
C 5.5339 3.2639 -0.6661 0.00
N -1.2204 -2.5987 1.2644 0.09
H 0.5905 -1.7619 4.1860 0.07
C -1.9584 -7.5386 1.5010 -0.11
C -0.7688 -7.3380 0.8149 -0.09
H -3.8488 1.4230 -0.4794 0.04
B 2.5291 2.0628 -2.1191 -0.55
H -5.0901 1.5320 -3.8744 0.11
H -3.9385 2.8660 -1.5001 0.08
H -0.8612 -0.9128 -3.4298 0.09
N -0.6457 -1.3244 1.0092 -0.10
O 3.1778 3.0578 -1.4063 0.21
H 5.3987 4.2168 -0.1708 0.12
C -4.1549 0.9884 -3.7847 -0.06
H -2.7329 -4.2939 2.1472 0.10
C -2.6725 -6.4455 1.9773 -0.10
H 5.0582 2.1165 3.0351 0.09
C -1.6514 -0.2876 0.4994 -0.38
C 6.9031 1.3713 -1.3241 -0.10
H -2.2743 2.6183 0.5279 0.09
H 1.2473 2.8291 -3.6430 0.12
C 4.1322 1.6680 2.6847 -0.11
H -2.1285 -1.0704 -5.5317 0.10
C -0.7771 2.2749 -0.9829 -0.25
C -2.2006 -5.1585 1.7731 -0.04
H -3.6018 -6.6066 2.5112 0.09
H 5.2088 -0.0442 1.8325 0.10
C -2.5008 -0.4588 -4.7184 -0.10
C 4.6137 1.3937 -1.8849 -0.18
H -4.2413 0.2232 -5.7847 0.10
C -4.1568 1.7981 -1.4494 -0.04
H -5.2383 1.6699 -1.5275 0.08
H 0.8928 4.8149 -2.4952 0.12
C 0.1901 4.3266 -1.8286 -0.04
H 0.7039 1.2572 -3.0729 0.09
C 1.1004 2.2196 -2.7455 -0.02
H -2.0791 5.0181 0.5676 0.10
C 6.7626 2.6096 -0.7058 -0.10
O 1.2193 0.4856 0.3312 -0.36
C -0.3001 -6.0491 0.6018 -0.03
C 2.9758 2.3034 2.9208 -0.05
H -0.2063 -8.1887 0.4495 0.10
H -4.0100 -1.6327 -1.4545 0.08
C -3.4752 1.0524 -2.5664 -0.25
```

Results
Total charge: -1
HOMO energy (eV): -4.2
Energy relative to the best compared isomer or geometry (same formula, charge and spin) (kJ/mol): 370.2
Kohn-Sham gap (eV): 6.676
Spin multiplicity: 1
E (Eh): -3261.98034
Strongest force on any atom (eV Å⁻¹): 0.9

No. 3
# C43H36Br2ClN4O4PtSb

A molecular structure, C43H36Br2ClN4O4PtSb (the ωB97M-V functional and the def2-TZVPD basis, the OMol25 dataset).

```
92
Properties=species:S:1:pos:R:3:lowdin_charge:R:1
O -1.0166 1.0452 2.5090 -0.19
H 1.2328 2.5559 -0.8062 0.10
H 1.6651 -4.3070 2.7848 0.09
C -1.5950 1.8401 -3.9030 -0.15
H 1.2150 -1.8708 -2.6289 0.09
H -3.4203 -0.6129 -1.1856 0.12
Sb 1.6792 -0.3576 0.0748 1.66
C 2.2122 4.0526 2.0627 -0.06
H 2.2983 -1.8588 -4.8403 0.11
C 1.7358 3.9169 0.7679 -0.06
O 0.5673 -1.2425 2.8003 -0.06
H -4.3488 -2.8302 -2.5203 0.14
C 4.2941 -1.1878 1.4477 -0.10
H 1.4778 4.7950 0.1904 0.11
Cl 0.1195 -3.9932 4.5430 0.67
C 5.3452 -3.3434 1.2684 -0.06
H -2.5781 -4.6111 -2.1008 0.18
C -1.2236 1.0539 -4.9846 0.01
H -0.7416 0.0973 -4.8542 0.11
C -2.3821 -2.0413 2.1923 -0.26
N -1.7812 -1.9184 -0.6938 -0.10
H 4.3176 -0.1720 1.8132 0.09
Br -2.9476 5.9341 2.2002 0.82
C 3.2297 -2.9586 0.1985 -0.14
H -2.7814 4.8991 -0.5315 0.11
C -3.7969 -3.3602 4.1573 -0.69
C 3.7372 0.9088 -3.5310 -0.06
C 3.1424 0.9096 -2.2758 -0.11
C -2.6832 -3.3904 2.0304 -0.10
C 2.4034 1.6619 2.2584 -0.13
C -1.4771 2.1015 1.7861 -0.21
C 4.2882 -3.8033 0.4977 -0.07
C -3.3970 -4.0503 3.0217 -0.11
C -1.5507 -3.1963 -0.9699 -0.16
C -1.5008 1.5654 -6.2367 -0.05
C -2.4967 3.5911 -5.3279 0.01
H 6.1797 -1.6810 2.3326 0.12
H -2.3673 -3.9445 1.1632 0.08
H 2.9147 3.0399 3.8168 0.12
H 3.4069 1.6805 -1.5642 0.10
C 2.5451 2.9295 2.8065 -0.06
O 0.0852 -2.8387 1.4062 -0.15
C -2.8175 -1.3362 3.3075 -0.08
C 1.9529 1.5267 0.9485 -0.36
H -2.9812 4.5469 -5.4607 0.13
C -3.5290 -2.0087 4.2960 -0.10
C -0.7690 1.2557 3.9028 -0.04
C -1.5061 1.8615 0.4008 -0.27
C -2.9971 -1.5966 -1.2695 -0.08
O -1.0323 0.7240 -0.0869 -0.32
N -1.4712 1.6512 -2.5326 0.22
C 0.6459 -2.4338 2.4812 -0.76
C 5.3509 -2.0402 1.7394 -0.06
H -1.2281 0.9947 -7.1124 0.12
H 6.1687 -4.0040 1.5010 0.12
H 3.8989 -0.0739 -5.4249 0.12
H 4.2889 -4.8196 0.1290 0.11
H -3.6290 -5.1009 2.9156 0.11
N -2.5251 -3.6688 -1.7421 0.12
H -0.6968 -3.7598 -0.6370 0.14
H -1.0815 0.8743 -2.0067 0.14
H -2.3204 3.1694 -7.4046 0.12
C -2.4227 4.1016 0.1033 -0.07
H 2.4029 -3.3297 -0.3979 0.09
C 1.6009 2.6546 0.2087 -0.14
H -1.6837 1.5483 4.4199 0.11
H -2.6513 -0.2772 3.4077 0.08
H -2.8643 4.4598 -2.5745 0.17
H 2.6231 0.7883 2.8583 0.10
H -0.4011 0.3097 4.2878 0.09
Pt -1.0566 -1.0884 0.9926 1.39
C 1.3309 -3.4453 3.3576 -0.45
H 4.4510 1.6801 -3.7819 0.12
C 2.2360 -0.0943 -1.9527 -0.37
H -0.0120 2.0322 4.0205 0.10
C -2.1266 2.8105 -6.4050 -0.05
H -1.8421 3.4941 3.3757 0.11
C -2.2124 3.0762 -4.0709 -0.15
C -3.4590 -2.6778 -1.9396 -0.02
C 2.5241 -1.0783 -4.1268 -0.08
C 3.2359 -1.6502 0.6716 -0.36
H 2.3242 5.0373 2.4948 0.12
C -1.9725 2.7047 -1.8800 -0.15
C -1.8901 3.3025 2.3160 -0.02
C 1.9225 -1.0857 -2.8765 -0.15
C 3.4296 -0.0799 -4.4512 -0.06
Br -4.7112 -4.2727 5.5254 0.80
N -2.4284 3.5781 -2.7910 0.21
C -1.9842 2.8803 -0.4386 -0.06
H -3.8714 -1.4724 5.1699 0.11
C -2.3721 4.3035 1.4619 -0.67
H 2.1524 -2.9799 3.8949 0.10
```

Results
Total charge: +2
HOMO energy (spin up / spin down) (eV): -12.7 / -12.7
Energy relative to the best compared isomer or geometry (same formula, charge and spin) (kJ/mol): 185.0
Kohn-Sham gap (spin up / spin down) (eV): 5.533 / 5.539
Spin multiplicity: 1
E (Eh): -8147.41425
Strongest force on any atom (eV Å⁻¹): 4.5

- strongest force on any atom of number 2 (C43H36BClN2O6PSn)?
  0.9 eV Å⁻¹